(1)
40
Properties=species:S:1:pos:R:3:forces:R:3 method="wB97M-V/def2-TZVPD" homo_lumo_gap_ev=5.11 total_charge=+1
C -0.808130 3.667454 1.689495 -0.196 0.400 -0.356
C -0.601322 2.213587 1.768565 -1.198 -0.832 1.466
C -1.620939 1.234407 1.626308 0.283 0.202 -0.048
C -1.726888 0.134619 2.553813 0.700 -0.775 -0.182
C -0.974003 0.153595 3.853793 0.070 -0.237 0.185
C -2.522461 -0.958740 2.251260 0.117 0.313 0.274
C -3.324386 -0.986262 1.101012 0.383 -0.115 -0.152
C -4.135485 -2.206822 0.776524 -0.226 0.071 -0.158
C -3.316359 0.131981 0.255484 0.061 0.208 0.047
C -2.537673 1.251851 0.519154 -0.325 -0.035 0.007
C -2.610415 2.407287 -0.420286 -0.033 0.132 -0.700
H -0.239580 4.151228 2.495213 0.092 -0.179 -0.275
H -0.461859 4.092298 0.739368 0.004 0.068 0.147
H -1.867943 3.916233 1.823860 0.292 -0.078 -0.207
H 0.338752 1.896922 2.237881 -0.482 0.045 0.015
H -1.122250 -0.800470 4.378283 0.084 0.371 -0.105
H 0.102943 0.277720 3.692599 -0.074 0.022 0.018
H -1.300789 0.967883 4.520573 0.032 -0.260 -0.310
H -2.501882 -1.834548 2.908950 -0.160 0.454 -0.110
H -4.673410 -2.076100 -0.168649 0.161 -0.101 0.189
H -3.512054 -3.111946 0.713881 -0.082 0.352 0.036
H -4.883732 -2.390134 1.558043 0.178 0.060 -0.067
H -3.915493 0.107753 -0.658425 0.122 0.087 0.360
H -3.257312 2.146425 -1.264764 0.101 0.144 0.198
H -3.012249 3.317111 0.042754 0.081 -0.275 -0.030
H -1.628937 2.643529 -0.844367 -0.070 0.081 0.085
C 1.593117 3.502435 -1.187241 -0.066 0.013 -0.747
C 2.872024 4.281619 -1.595322 -0.598 0.225 0.163
C 4.151841 3.590238 -1.255716 0.232 -0.888 0.914
C 4.206682 2.611312 -0.314380 0.888 1.249 -1.043
C 3.013029 2.159155 0.360919 -2.217 -0.077 0.053
C 1.764799 2.525747 -0.069226 1.635 -0.650 0.273
H 0.803423 4.229683 -0.938724 0.150 -0.154 -0.145
H 1.230397 2.960387 -2.077578 -0.081 0.021 0.252
H 2.829051 4.494858 -2.674744 0.043 0.019 0.375
H 2.839821 5.256932 -1.084367 0.256 -0.119 -0.153
H 5.048135 3.961398 -1.753965 -0.128 -0.270 0.179
H 5.162073 2.143955 -0.045101 -0.435 0.270 -0.153
H 3.137281 1.466008 1.197479 -0.149 0.039 -0.365
H 0.857114 1.975551 0.226306 0.553 0.202 0.072



(2)
30
Properties=species:S:1:pos:R:3:forces:R:3 method="wB97M-V/def2-TZVPD" homo_lumo_gap_ev=8.73 total_charge=0
S 3.630392 1.944669 1.688084 1.531 -0.607 -0.691
S 1.675477 2.100013 1.824188 -1.897 0.572 0.954
C 0.514670 0.870594 1.023395 -0.025 2.113 0.506
C 0.850685 -0.599177 0.922343 -2.093 1.003 0.113
C 0.534412 -1.289346 2.247562 0.899 -2.199 -1.567
N -0.095475 -1.077401 -0.164908 6.189 1.244 -1.930
C 0.555468 -2.223191 -0.811958 -0.306 0.841 -1.757
H 4.005620 1.377796 2.855484 -0.387 -0.075 0.059
H 0.171345 1.427810 0.128959 0.738 -0.979 -0.121
H -0.365871 1.074371 1.691134 0.723 -0.603 -0.204
H 1.898247 -0.799525 0.656517 -0.492 0.279 -0.276
H 1.380136 -1.514948 2.821881 1.915 0.165 0.748
H 0.315875 -2.332422 1.924487 -0.865 0.524 0.672
H -0.085546 -0.844722 2.978622 -1.469 0.532 0.046
H -0.973207 -1.165826 0.162925 -3.432 -0.957 1.295
H 0.352306 -3.052982 -0.203157 1.017 -1.714 1.009
H 1.639622 -1.972262 -1.118508 -1.684 -0.603 1.068
H 0.093616 -2.538078 -1.761509 -0.196 0.604 0.079
H -4.040014 0.062387 -0.122659 -2.475 0.043 0.538
H -5.382410 -0.523572 -0.550892 -0.992 -1.721 -1.416
O -5.053926 0.134335 0.007162 3.612 1.569 0.896
H 0.292153 0.329680 -1.956221 0.545 -0.464 -0.351
H -0.273198 1.547872 -2.322315 0.374 0.744 -0.632
O 0.537003 1.064175 -2.562458 -1.484 -0.566 1.124
H -4.042435 1.672667 -1.127729 -1.968 -1.100 0.705
H -3.429726 2.233973 -2.336959 -0.552 0.203 -5.593
O -3.361977 2.200591 -1.460904 2.422 0.992 4.833
H 2.061199 0.768809 -1.375862 1.923 0.389 -0.420
H 3.548908 0.167437 -1.730393 -1.523 1.848 0.917
O 3.046648 0.956273 -1.326310 -0.049 -2.078 -0.604



Energy above the lowest of the compared OMol25 structures with the same formula, charge and spin (kJ/mol)
79.3 260.4